(1)
The following is a quantum chemistry calculation of a structure of composition C13H17BrN4O3Rh, from the Open Molecules 2025 dataset.

Summary:
Relative energy (zero: lowest compared OMol25 entry of this formula, charge and spin): 26.8 kJ/mol

Structure (ORCA input):
```
! RIJCOSX wB97M-V def2-TZVPD def2/J DEFGRID3
* xyz 1 1
Rh -0.486 0.214 0.183
O 0.875 1.817 1.162
C 0.447 2.208 2.478
C 0.269 0.957 3.292
C 0.889 0.790 4.518
C 0.670 -0.387 5.220
C -0.153 -1.352 4.668
C -0.725 -1.099 3.431
N -0.528 0.030 2.756
H 0.919 2.603 0.602
H -0.504 2.744 2.413
H 1.196 2.861 2.929
H 1.529 1.566 4.915
H 1.142 -0.547 6.181
H -0.352 -2.284 5.178
H -1.375 -1.831 2.964
O -3.038 3.298 -3.494
C -2.696 2.738 -2.328
C -3.513 2.815 -1.191
C -3.118 2.187 -0.029
N -1.930 1.584 0.001
C -1.181 1.487 -1.074
Br -0.476 -1.582 -2.336
C -1.492 2.023 -2.294
H -3.897 3.734 -3.437
H -4.455 3.345 -1.224
H -3.721 2.188 0.869
H -0.888 1.900 -3.180
N 3.510 -1.474 0.709
C 2.252 -1.692 0.274
N 2.049 -2.739 -0.545
O 1.333 -0.953 0.683
H 4.281 -2.072 0.477
H 3.653 -0.712 1.347
H 2.822 -3.234 -0.953
H 1.166 -2.781 -1.028
C -1.523 -1.220 -0.712
H -2.519 -0.959 -1.058
H -1.537 -2.147 -0.140
*
```

These are the Mulliken partial charges, in e, on atoms 1 to 2: atom 1 (Rh): 0.670, atom 2 (O): -0.502

(2)
The following is a quantum chemistry calculation of the molecule C17H14N4O5, from the Open Molecules 2025 dataset.

Summary:
Structure (SMILES): O=C(NCCc1c[nH]c2ccccc12)c1cc([N+](=O)[O-])cc([N+](=O)[O-])c1

Structure (ORCA input):
```
! RIJCOSX wB97M-V def2-TZVPD def2/J DEFGRID3
* xyz 0 1
O 1.834 0.534 2.382
C 1.252 1.128 1.500
N 1.781 2.157 0.799
H 1.271 2.490 -0.006
C 3.217 2.316 0.723
H 3.464 3.379 0.701
H 3.631 1.863 1.626
C 3.766 1.598 -0.527
C 3.220 0.209 -0.592
C 3.724 -0.905 0.016
N 2.887 -1.967 -0.173
C 1.809 -1.561 -0.899
C 0.689 -2.266 -1.324
C -0.265 -1.578 -2.043
C -0.105 -0.222 -2.347
C 1.005 0.479 -1.936
C 1.983 -0.184 -1.191
H 1.121 1.521 -2.202
H -0.870 0.277 -2.925
H -1.149 -2.092 -2.388
H 0.571 -3.313 -1.090
H 3.025 -2.892 0.196
H 4.631 -1.013 0.578
H 3.473 2.151 -1.422
H 4.854 1.581 -0.473
C -0.143 0.740 1.091
C -0.475 -0.605 1.219
C -1.707 -1.060 0.777
C -2.647 -0.193 0.239
C -2.313 1.149 0.150
C -1.072 1.623 0.559
H -0.872 2.681 0.471
N -3.270 2.082 -0.415
O -2.912 3.232 -0.539
O -4.352 1.649 -0.730
H -3.606 -0.553 -0.104
N -2.009 -2.477 0.849
O -3.129 -2.822 0.555
O -1.114 -3.216 1.185
H 0.236 -1.289 1.657
*
```

These are the Mulliken partial charges, in e, on atoms 1 to 2: atom 1 (O): -0.637, atom 2 (C): 0.071

(3)
The following is a quantum chemistry calculation of the molecule C16H13N5OS, from the Open Molecules 2025 dataset.

Summary:
Structure (SMILES): Cc1ccc2nc(SCn3nnc4ccccc4c3=O)[nH]c2c1
Relative energy (zero: lowest compared OMol25 entry of this formula, charge and spin): 72.7 kJ/mol

Structure (ORCA input):
```
! RIJCOSX wB97M-V def2-TZVPD def2/J DEFGRID3
* xyz 0 1
C 6.730 1.064 -0.605
C 5.366 0.599 -0.193
C 4.577 -0.133 -1.065
C 3.329 -0.531 -0.619
N 2.314 -1.252 -1.206
C 1.320 -1.335 -0.274
N 1.599 -0.742 0.849
C 2.856 -0.215 0.674
C 3.654 0.521 1.542
C 4.894 0.913 1.089
H 5.537 1.486 1.742
H 3.305 0.770 2.531
S -0.147 -2.212 -0.612
C -1.086 -1.737 0.891
N -2.159 -0.841 0.580
N -1.817 0.442 0.428
N -2.644 1.313 0.134
C -3.969 0.999 -0.058
C -4.874 2.011 -0.394
C -6.200 1.698 -0.585
C -6.651 0.385 -0.447
C -5.773 -0.624 -0.117
C -4.425 -0.325 0.081
C -3.455 -1.358 0.430
O -3.683 -2.536 0.595
H -6.096 -1.648 -0.006
H -7.696 0.161 -0.601
H -6.903 2.476 -0.844
H -4.504 3.019 -0.496
H -0.352 -1.248 1.534
H -1.505 -2.648 1.318
H 2.296 -1.647 -2.130
H 4.923 -0.384 -2.056
H 7.487 0.661 0.067
H 6.791 2.151 -0.558
H 6.962 0.748 -1.619
*
```

These are the Mulliken partial charges, in e, on atoms 1 to 2: atom 1 (C): -1.390, atom 2 (C): 0.900

(4)
The following is a quantum chemistry calculation of a structure of composition C21H40F3KO13S6, from the Open Molecules 2025 dataset.

Structure (ORCA input):
```
! RIJCOSX wB97M-V def2-TZVPD def2/J DEFGRID3
* xyz 1 2
K -4.982 22.130 35.415
C -0.831 21.256 32.189
F 0.220 21.134 33.010
F -0.948 22.540 31.819
F -0.666 20.533 31.074
S -2.509 20.692 33.055
O -2.389 19.251 33.216
O -2.576 21.420 34.340
O -3.553 21.033 32.095
C -4.277 21.778 41.286
C -2.964 21.102 41.168
C -3.141 19.918 40.252
S -4.509 20.319 39.048
O -5.576 19.347 39.306
O -4.066 20.561 37.684
C -4.940 21.922 39.891
H -4.182 22.638 41.948
H -4.916 21.155 41.913
H -2.639 20.770 42.154
H -2.261 21.864 40.834
H -3.354 19.010 40.816
H -2.256 19.674 39.663
H -5.998 22.165 39.794
H -4.330 22.675 39.392
C -6.331 19.972 30.161
C -6.385 18.522 30.488
C -6.332 18.457 32.011
S -7.389 19.921 32.579
O -6.794 20.558 33.807
O -8.806 19.615 32.529
C -7.093 20.869 31.120
H -6.748 20.208 29.182
H -5.289 20.289 30.205
H -5.708 17.836 29.979
H -7.397 18.131 30.384
H -5.313 18.579 32.378
H -6.773 17.671 32.624
H -6.553 21.749 31.469
H -8.068 21.204 30.767
C -5.121 26.536 31.481
C -4.199 25.855 30.508
C -3.548 24.667 31.135
S -3.806 24.841 32.972
O -2.481 24.869 33.588
O -4.814 23.914 33.472
C -4.483 26.518 32.841
H -5.993 25.881 31.461
H -5.403 27.551 31.201
H -3.465 26.643 30.341
H -4.709 25.618 29.574
H -2.470 24.599 30.992
H -3.993 23.733 30.790
H -3.623 27.187 32.833
H -5.110 26.718 33.710
C 0.458 21.424 36.723
C 0.912 22.865 36.320
C -0.297 23.746 35.957
S -1.410 23.276 37.361
O -2.862 23.276 36.989
O -1.004 23.969 38.579
C -0.881 21.495 37.559
H 1.144 20.827 37.323
H 0.314 20.974 35.740
H 1.609 22.771 35.487
H 1.496 23.374 37.087
H -0.809 23.497 35.027
H -0.233 24.822 36.120
H -1.651 20.824 37.178
H -0.694 21.290 38.612
C -8.773 17.985 37.710
C -9.789 18.813 38.400
C -9.249 20.240 38.284
S -8.407 20.388 36.662
O -7.014 20.752 36.882
O -9.213 21.130 35.716
C -8.530 18.562 36.319
H -9.107 16.948 37.702
H -7.849 17.996 38.288
H -9.891 18.574 39.459
H -10.807 18.602 38.072
H -8.444 20.304 39.017
H -9.833 21.116 38.565
H -7.630 18.199 35.824
H -9.383 18.342 35.677
*
```

These are the Mulliken partial charges, in e, on atoms 1 to 2: atom 1 (K): 0.917, atom 2 (C): 0.506

(5)
The following is a quantum chemistry calculation of a structure of composition C26H34BaN3O4P2, from the Open Molecules 2025 dataset.

Summary:
Relative energy (zero: lowest compared OMol25 entry of this formula, charge and spin): 288.5 kJ/mol

Structure (ORCA input):
```
! RIJCOSX wB97M-V def2-TZVPD def2/J DEFGRID3
* xyz 1 1
Ba -0.386 -2.074 0.817
P -1.955 0.492 2.099
C -3.044 -0.909 2.326
C -3.798 -1.426 1.117
N -3.057 -1.947 0.104
C -3.650 -2.318 -1.048
C -5.043 -2.193 -1.203
C -5.827 -1.712 -0.141
C -5.195 -1.359 1.037
C -2.808 -2.824 -2.247
P -1.086 -3.295 -1.969
H -5.724 -1.001 1.905
H -5.475 -2.454 -2.176
H -6.906 -1.636 -0.242
H -3.333 -3.679 -2.707
H -2.793 -2.011 -2.997
H -2.241 -1.963 2.861
H -3.759 -0.729 3.150
H 0.107 -2.924 3.283
O -1.556 -2.871 3.204
H -1.584 -3.353 4.078
H 1.880 -1.479 1.917
O 0.942 -2.912 2.818
H 1.712 -3.145 3.346
C -1.367 -5.011 -1.335
H -1.708 -5.646 -2.169
H -0.430 -5.427 -0.925
H -2.127 -5.012 -0.534
C -0.516 -3.603 -3.674
H 0.583 -3.575 -3.692
H -0.849 -4.576 -4.057
H -0.882 -2.799 -4.326
C -2.889 1.592 0.943
H -3.273 2.459 1.507
H -2.201 1.933 0.148
H -3.728 1.037 0.491
C -2.194 1.389 3.677
H -1.306 2.007 3.866
H -3.081 2.033 3.616
H -2.305 0.668 4.495
O 2.585 -1.256 1.316
C 2.238 -0.181 0.692
N 3.200 0.545 0.184
C 2.602 1.709 -0.378
C 1.112 1.313 -0.355
O 0.181 1.873 -0.960
N 0.990 0.170 0.412
C 2.876 2.887 0.566
C 1.850 3.632 1.151
C 2.177 4.642 2.062
C 3.511 4.934 2.341
C 4.532 4.204 1.725
C 4.217 3.195 0.815
C 3.113 1.883 -1.788
C 3.388 3.168 -2.261
C 3.847 3.322 -3.569
C 4.032 2.204 -4.382
C 3.764 0.924 -3.892
C 3.306 0.755 -2.585
H 4.160 0.413 0.517
H 0.812 3.424 0.873
H 1.357 5.206 2.503
H 3.747 5.725 3.048
H 5.575 4.440 1.914
H 5.017 2.652 0.298
H 3.237 4.032 -1.607
H 4.057 4.322 -3.935
H 4.367 2.320 -5.409
H 3.901 0.032 -4.499
H 3.100 -0.237 -2.165
*
```

These are the Mulliken partial charges, in e, on atoms 1 to 2: atom 1 (Ba): 1.837, atom 2 (P): 0.961

(6)
The following is a quantum chemistry calculation of a structure of composition C41H41N9O2SScSe, from the Open Molecules 2025 dataset.

Summary:
Relative energy (zero: lowest compared OMol25 entry of this formula, charge and spin): 354.2 kJ/mol

Structure (ORCA input):
```
! RIJCOSX wB97M-V def2-TZVPD def2/J DEFGRID3
* xyz 1 1
Sc -0.606 0.228 -0.690
C -1.719 -0.891 3.282
C -0.285 -0.422 3.503
C -0.104 0.025 4.815
C 1.084 0.530 5.295
C 2.127 0.650 4.412
C 2.022 0.234 3.085
C 3.277 0.514 2.290
C 0.831 -0.370 2.614
N 0.798 -0.846 1.219
C 1.445 -2.819 -0.433
O 1.791 -3.966 -0.390
C 1.034 -2.324 -1.815
C 1.599 -3.000 -2.886
C 1.227 -2.656 -4.176
C 0.218 -1.727 -4.361
C -0.335 -1.134 -3.241
N 0.123 -1.368 -2.005
C -1.657 -0.394 -3.368
O -2.193 -0.406 -4.462
N -2.151 0.072 -2.192
C -3.540 0.427 -2.204
C -4.077 1.377 -3.088
C -3.260 2.168 -4.072
C -5.441 1.653 -3.024
C -6.270 1.026 -2.114
C -5.731 0.101 -1.237
C -4.377 -0.210 -1.272
C -3.858 -1.279 -0.350
H -2.323 -0.531 4.112
H -1.798 -1.975 3.274
H -2.171 -0.530 2.364
H -0.950 -0.039 5.486
H 1.179 0.847 6.325
H 3.065 1.085 4.736
H 3.772 1.383 2.721
H 3.112 0.727 1.240
H 3.985 -0.312 2.351
H 2.311 -3.787 -2.689
H 1.681 -3.152 -5.024
H -0.195 -1.486 -5.329
H -2.195 2.149 -3.855
H -3.599 3.206 -4.093
H -3.374 1.754 -5.074
H -5.850 2.388 -3.707
H -7.327 1.255 -2.087
H -6.369 -0.406 -0.522
H -4.597 -1.521 0.414
H -2.944 -0.981 0.165
H -3.625 -2.195 -0.898
C -0.015 2.883 1.319
C -1.412 2.335 1.548
N -2.018 1.859 0.288
C -2.479 2.946 -0.605
C -1.419 3.637 -1.456
S -0.178 2.582 -2.290
C 1.335 3.316 -1.635
C 1.812 2.708 -0.305
N 0.763 1.994 0.433
H 0.485 2.993 2.286
H -0.054 3.875 0.873
H -2.037 3.101 2.017
H -1.359 1.489 2.231
H -2.856 1.335 0.531
H -2.980 3.722 -0.015
H -3.228 2.512 -1.257
H -0.854 4.370 -0.888
H -1.943 4.185 -2.239
H 1.181 4.392 -1.572
H 2.093 3.162 -2.404
H 2.249 3.495 0.317
H 2.599 1.992 -0.513
H 1.225 1.310 1.020
Se 5.554 -3.904 3.473
N 3.774 -3.756 3.446
C 3.456 -3.067 2.386
C 2.089 -2.806 1.959
C 1.032 -3.501 2.418
C -0.296 -3.445 1.859
C -0.889 -2.489 1.096
N -0.502 -1.215 0.790
C 1.835 -1.882 0.811
C 3.066 -1.290 0.126
N 2.813 -0.424 -0.857
C 3.831 -0.014 -1.612
C 5.137 -0.441 -1.426
C 5.399 -1.320 -0.392
C 4.348 -1.764 0.402
C 4.566 -2.621 1.574
N 5.757 -2.962 1.969
H 1.213 -4.245 3.185
H -0.903 -4.326 2.027
H -1.873 -2.725 0.704
H 3.590 0.684 -2.408
H 5.925 -0.083 -2.073
H 6.402 -1.668 -0.181
*
```

These are the Mulliken partial charges, in e, on atoms 1 to 2: atom 1 (Sc): -1.442, atom 2 (C): -0.987

(7)
The following is a quantum chemistry calculation of a structure of composition C4H8O, from the Open Molecules 2025 dataset.

Summary:
Relative energy (zero: lowest compared OMol25 entry of this formula, charge and spin): 496.1 kJ/mol

Structure (ORCA input):
```
! RIJCOSX wB97M-V def2-TZVPD def2/J DEFGRID3
* xyz 0 1
C -1.781 0.540 0.393
O -0.523 1.108 0.097
C 0.312 0.165 -0.374
C 1.788 0.127 -0.371
C 1.026 -0.945 0.371
H -1.669 -0.218 1.177
H -2.235 0.076 -0.497
H -2.402 1.360 0.743
H -0.102 -0.184 -1.546
H 1.173 0.006 -1.473
H 2.516 0.844 0.053
H 1.014 -1.958 -0.032
H 0.882 -0.920 1.458
*
```

These are the Mulliken partial charges, in e, on atoms 1 to 2: atom 1 (C): -0.690, atom 2 (O): -0.355

(8)
The following is a quantum chemistry calculation of a cluster of 2 separate species, C26H36N4O4S in total, from the Open Molecules 2025 dataset.

Summary:
Structure (SMILES): CCCOC[C@@]1(c2ccccn2)C[C@H](CCCCSc2nnco2)O[C@@]1(O)CC.c1ccncc1
Relative energy (zero: lowest compared OMol25 entry of this formula, charge and spin): 735.5 kJ/mol

Structure (ORCA input):
```
! RIJCOSX wB97M-V def2-TZVPD def2/J DEFGRID3
* xyz 0 1
C 0.097 3.940 3.033
C -0.081 2.403 3.403
C -1.367 1.743 2.747
O -1.053 0.530 2.062
C -1.619 0.491 0.747
C -1.215 -0.814 -0.072
C -2.446 -0.882 -1.115
C -2.758 0.375 -1.789
C -3.874 0.331 -2.757
C -4.455 -1.009 -2.890
C -4.015 -2.180 -2.170
N -3.005 -2.098 -1.262
C -0.021 -0.672 -1.130
C 0.288 -2.248 -1.234
C 0.225 -2.890 -2.670
C 1.184 -2.121 -3.657
C 1.169 -2.759 -5.117
C 1.254 -1.562 -6.155
S -0.498 -0.997 -6.426
C -0.389 0.790 -6.207
N -0.229 1.288 -4.955
N -0.177 2.634 -5.153
C -0.284 2.927 -6.446
O -0.419 1.746 -7.177
O -0.414 -3.057 -0.257
C -0.926 -2.125 0.730
O -2.090 -2.554 1.457
C 0.196 -2.183 1.850
C 1.415 -1.205 1.717
H 1.102 4.089 2.552
H 0.012 4.614 3.924
H -0.681 4.282 2.299
H -0.108 2.332 4.526
H 0.870 1.893 3.091
H -2.041 1.471 3.612
H -1.865 2.521 2.114
H -2.736 0.585 0.867
H -1.185 1.371 0.183
H -2.237 1.344 -1.652
H -4.228 1.216 -3.320
H -5.284 -1.136 -3.629
H -4.513 -3.155 -2.379
H -0.293 -0.445 -2.186
H 0.831 -0.067 -0.739
H 1.359 -2.372 -0.913
H 0.568 -3.964 -2.634
H -0.842 -2.923 -3.026
H 0.888 -1.043 -3.795
H 2.200 -2.127 -3.186
H 0.218 -3.334 -5.230
H 2.098 -3.376 -5.201
H 1.644 -2.002 -7.112
H 1.892 -0.739 -5.759
H -0.262 3.922 -6.925
H -1.884 -3.475 1.696
H -0.305 -1.992 2.841
H 0.575 -3.242 1.918
H 2.150 -1.676 0.999
H 1.179 -0.189 1.327
H 1.974 -1.077 2.685
N 2.427 2.284 5.333
C 2.149 1.137 5.961
C 2.725 0.756 7.163
C 3.646 1.609 7.748
C 3.953 2.803 7.115
C 3.318 3.092 5.917
H 1.424 0.501 5.463
H 2.459 -0.185 7.628
H 4.120 1.347 8.686
H 4.669 3.495 7.541
H 3.523 4.015 5.386
*
```

These are the Mulliken partial charges, in e, on atoms 1 to 2: atom 1 (C): -1.247, atom 2 (C): 0.310

Number 1: E_tot -3634.68169 Ha. Number 2: E_tot -1251.30755 Ha. Number 3: E_tot -1364.72542 Ha. Number 4: E_tot -5090.59946 Ha. Number 5: E_tot -2184.45819 Ha. Number 6: E_tot -5790.50517 Ha. Number 7: E_tot -232.25666 Ha. Number 8: E_tot -1930.30337 Ha.